Entry 1:
ORCA calculation (ωB97M-V/def2-TZVPD) on one molecule with the formula C6H10N2O.

Summary:
* net charge: 0
* Kohn-Sham gap: 8.15 eV
* E_LUMO: 0.6126 eV
* E_HOMO: -7.5 eV
* SMILES: C=NC(=C)/C(N)=C(/C)O
* 2S+1: 1

Element x y z (Å)
C (1.924, 0.732, -1.390)
N (1.857, -0.494, -1.091)
C (0.708, -1.074, -0.548)
C (0.674, -2.404, -0.485)
C (-0.432, -0.252, -0.058)
N (-1.674, -0.566, -0.647)
C (-0.302, 0.625, 0.946)
C (-1.413, 1.465, 1.507)
O (0.890, 0.806, 1.616)
H (1.105, 1.470, -1.275)
H (2.855, 1.088, -1.810)
H (-0.184, -2.911, -0.082)
H (1.490, -2.995, -0.859)
H (-1.594, -0.810, -1.627)
H (-2.379, 0.143, -0.495)
H (-2.120, 0.851, 2.067)
H (-0.978, 2.198, 2.182)
H (-1.958, 1.984, 0.717)
H (1.530, 0.143, 1.331)

Results of the Mulliken charge analysis, in e, for atoms 1 through 8: number 1, C, carries -0.20; number 2, N, carries -0.52; number 3, C, carries 0.00; number 4, C, carries -0.91; number 5, C, carries 0.44; number 6, N, carries -0.59; number 7, C, carries 0.76; number 8, C, carries -1.44

=====

Entry 2:
ORCA calculation (ωB97M-V/def2-TZVPD) on C6H10N2O as an isolated structure.

Summary:
* net charge: 0
* Kohn-Sham gap: 7.39 eV
* E_LUMO: 0.5602 eV
* E_HOMO: -6.8 eV
* 2S+1: 1

Element x y z (Å)
C (-0.559, 1.008, 0.553)
N (0.529, -0.375, -0.809)
C (0.858, 0.727, 0.101)
C (-0.900, -0.439, 0.269)
N (0.221, -0.033, -2.202)
C (0.215, -1.127, 1.695)
C (2.013, 1.394, 0.139)
C (-2.030, -1.063, -0.082)
O (0.359, -0.689, 2.797)
H (1.260, -1.087, -0.827)
H (-0.553, -0.591, -2.552)
H (-0.161, 0.913, -2.177)
H (0.468, -2.217, 1.478)
H (-0.625, 1.313, 1.596)
H (-1.092, 1.708, -0.101)
H (2.137, 2.214, 0.826)
H (2.889, 1.026, -0.375)
H (-2.045, -2.122, -0.298)
H (-2.984, -0.560, -0.031)

Results of the Mulliken charge analysis, in e, for atoms 1 through 8: number 1, C, carries -0.26; number 2, N, carries 0.29; number 3, C, carries 0.09; number 4, C, carries 0.37; number 5, N, carries -0.74; number 6, C, carries 0.10; number 7, C, carries -1.12; number 8, C, carries -1.13